{"formula": "C27H73F3N5O18S2Zn", "method": "ωB97M-V/def2-TZVPD", "gap_ev": 6.8, "e_homo_ev": -5.1, "spin_multiplicity": 1, "total_charge": -1, "elements": ["Zn", "S", "S", "F", "F", "F", "O", "O", "O", "O", "O", "O", "O", "O", "O", "O", "O", "O", "O", "O", "O", "O", "O", "O", "N", "N", "N", "N", "N", "C", "C", "C", "C", "C", "C", "C", "C", "C", "C", "C", "C", "C", "C", "C", "C", "C", "C", "C", "C", "C", "C", "C", "C", "C", "C", "C", "H", "H", "H", "H", "H", "H", "H", "H", "H", "H", "H", "H", "H", "H", "H", "H", "H", "H", "H", "H", "H", "H", "H", "H", "H", "H", "H", "H", "H", "H", "H", "H", "H", "H", "H", "H", "H", "H", "H", "H", "H", "H", "H", "H", "H", "H", "H", "H", "H", "H", "H", "H", "H", "H", "H", "H", "H", "H", "H", "H", "H", "H", "H", "H", "H", "H", "H", "H", "H", "H", "H", "H", "H"], "xyz": [[0.240, -1.415, -4.233], [1.434, 0.433, -1.542], [-2.141, -3.378, -3.532], [-0.592, 1.963, -0.925], [0.750, 1.409, 0.722], [-0.664, -0.031, -0.044], [-1.847, 4.296, 1.144], [-1.101, -2.276, -3.316], [-1.477, -4.414, -4.343], [-3.281, -2.762, -4.236], [-4.988, -1.992, -0.308], [2.038, -0.689, -5.183], [0.747, -0.177, -2.668], [2.353, -3.252, 0.071], [-3.327, -1.935, 5.013], [-2.498, -3.865, -2.195], [2.176, 1.628, -1.883], [-1.080, 0.006, -4.966], [-3.565, 1.758, -5.473], [4.146, 3.041, -0.162], [5.956, 6.218, -0.406], [5.108, -0.552, 4.551], [-0.138, -4.496, -1.049], [2.262, -0.551, -0.879], [4.530, -1.206, 1.016], [-0.790, 6.662, 2.350], [-0.435, -1.502, 2.742], [-7.442, -3.524, -0.380], [1.732, -2.893, -3.590], [5.315, -1.330, 5.704], [2.516, 0.645, -5.056], [-2.744, 1.669, -4.299], [0.137, 0.982, -0.394], [-2.160, 0.217, 3.405], [4.167, -3.233, -3.320], [-6.389, -3.335, 1.836], [-7.068, -2.576, 0.707], [0.732, 5.659, 0.745], [-1.356, -1.041, 3.779], [4.532, -0.411, 2.249], [5.819, 4.780, -0.490], [4.448, 4.410, 0.048], [-1.297, 1.365, -4.591], [-6.196, -1.479, 0.145], [-3.911, -1.088, -0.162], [-0.627, 6.331, 0.923], [3.294, 0.465, 2.442], [1.144, -3.640, 0.754], [-2.291, -2.203, 4.063], [-2.875, -1.583, 6.273], [3.097, -1.663, -5.079], [-2.999, 3.551, 0.891], [-1.763, 5.479, 0.399], [4.767, -1.339, 3.413], [3.066, -2.231, -3.669], [-0.092, -3.501, -0.061], [-2.397, -2.412, 6.835], [3.103, 0.762, -4.146], [-2.832, 2.647, -3.833], [-0.706, 1.554, -3.693], [5.165, -0.720, 6.592], [-2.956, -1.582, -0.323], [3.555, 1.365, 3.003], [4.582, -2.149, 5.767], [-8.035, -3.040, -1.044], [4.029, -4.168, -3.872], [6.609, 4.418, 0.171], [-2.714, 6.030, 0.481], [-0.606, 7.308, 0.434], [-1.757, -0.288, -5.585], [-3.152, 0.171, 3.865], [-1.607, 5.278, -0.677], [3.746, -1.862, 1.066], [4.135, -3.459, -2.254], [4.419, 4.657, 1.109], [2.864, -2.498, -5.744], [1.770, -3.642, -4.281], [-0.778, -0.838, 4.687], [-0.837, 5.835, 2.929], [3.175, 0.860, -5.905], [5.608, -2.029, 3.249], [-0.266, -2.474, -0.404], [6.309, -1.796, 5.676], [5.435, 0.208, 2.221], [-0.889, -3.731, 0.679], [-1.781, -3.126, 4.358], [-4.005, -0.321, -0.946], [-3.722, -1.285, 6.892], [-3.646, 0.887, -5.874], [3.703, 5.024, -0.471], [-6.781, -0.909, -0.603], [-1.602, 7.244, 2.503], [2.177, -2.432, -0.411], [0.928, 5.583, -0.331], [-3.952, -0.638, 0.839], [-2.112, -0.794, 6.296], [3.148, -1.457, -2.905], [0.689, 4.627, 1.098], [-6.231, -2.660, 2.681], [5.167, -2.850, -3.546], [-8.024, -2.183, 1.085], [4.232, -0.597, 0.259], [3.892, -1.977, 3.626], [-3.879, 4.194, 0.759], [1.623, -3.377, -2.695], [1.096, -2.947, 1.597], [-0.991, -1.703, 1.907], [5.972, 4.394, -1.498], [-2.874, 2.878, 0.031], [1.520, 6.228, 1.224], [0.136, -0.733, 2.392], [-7.002, -4.183, 2.148], [1.655, 1.303, -5.089], [6.223, 6.572, -1.256], [-1.673, 1.168, 3.606], [-0.831, 2.031, -5.328], [-6.024, -0.717, 0.927], [-2.391, 0.148, 2.333], [-7.962, -4.293, 0.023], [1.264, -4.653, 1.128], [3.765, 2.967, -1.045], [-3.141, 0.875, -3.659], [-0.909, -4.305, -1.633], [2.571, -0.080, 3.058], [-5.409, -3.703, 1.535], [4.050, -1.193, -5.316], [-2.866, -2.448, 3.162], [2.900, 0.756, 1.475], [-3.243, 2.873, 1.714]]}

=====

{"formula": "C33H24Cl2IrNO2P", "method": "ωB97M-V/def2-TZVPD", "gap_ev": 7.2, "e_homo_ev": -11.3, "spin_multiplicity": 1, "total_charge": 1, "e_above_lowest_ev": 1.112, "elements": ["Ir", "Cl", "Cl", "P", "O", "O", "N", "C", "C", "C", "C", "C", "C", "C", "C", "C", "C", "C", "C", "C", "C", "C", "C", "C", "C", "C", "C", "C", "C", "C", "C", "C", "C", "C", "C", "C", "C", "C", "C", "C", "H", "H", "H", "H", "H", "H", "H", "H", "H", "H", "H", "H", "H", "H", "H", "H", "H", "H", "H", "H", "H", "H", "H", "H"], "xyz": [[1.286, -0.323, -0.660], [1.500, 2.813, -7.328], [1.849, 4.333, -2.170], [-0.603, -0.965, 0.466], [1.406, 1.535, -1.618], [0.924, -1.158, -2.442], [2.468, 4.241, 4.245], [-1.624, -4.980, 2.407], [-1.910, -1.634, -1.877], [0.012, -3.449, 1.546], [-1.349, 2.355, 3.548], [3.401, 1.038, 0.767], [1.464, 2.379, -5.654], [-2.886, -1.522, -2.851], [-2.639, -4.096, 2.059], [2.783, -0.158, 1.166], [2.094, 0.921, 3.224], [1.626, 3.091, -3.352], [2.584, 3.289, 3.613], [2.118, -0.185, 2.410], [-1.002, -2.554, 1.212], [1.264, 1.096, -5.268], [3.339, 2.170, 1.560], [-0.914, 0.314, 1.706], [-2.333, -2.886, 1.460], [-1.555, 1.033, 3.913], [-0.704, 1.649, 1.343], [-2.852, 0.257, -0.716], [-3.841, -0.514, -2.767], [1.646, 3.389, -4.680], [-3.825, 0.370, -1.701], [1.237, 0.760, -3.881], [-1.881, -0.738, -0.805], [1.423, 1.757, -2.886], [1.002, -0.589, -3.566], [-1.342, 0.010, 2.995], [2.690, 2.107, 2.789], [-0.300, -4.661, 2.148], [-0.928, 2.663, 2.258], [2.742, -1.352, 0.279], [3.924, 1.073, -0.182], [3.587, -1.412, -0.409], [-4.574, 1.147, -1.627], [-1.869, -5.926, 2.871], [-1.886, 0.791, 4.914], [1.121, 0.318, -6.008], [-3.672, -4.355, 2.250], [-4.604, -0.427, -3.530], [1.040, -3.210, 1.315], [-3.127, -2.203, 1.181], [-2.853, 0.945, 0.118], [-1.507, -1.017, 3.291], [0.489, -5.356, 2.403], [-1.508, 3.148, 4.267], [1.641, -1.103, 2.734], [1.805, 4.411, -4.998], [1.586, 0.894, 4.179], [-1.178, -2.428, -1.938], [-0.358, 1.899, 0.344], [-2.911, -2.225, -3.673], [-0.766, 3.694, 1.972], [2.598, -2.291, 0.803], [3.794, 3.096, 1.237], [0.857, -1.273, -4.406]]}

=====

{"formula": "C6H15BeN6O12", "method": "ωB97M-V/def2-TZVPD", "gap_ev": 6.7, "e_homo_ev": -4.3, "spin_multiplicity": 1, "total_charge": -1, "e_above_lowest_ev": 0.000, "elements": ["O", "O", "O", "O", "O", "O", "O", "O", "O", "O", "O", "O", "N", "N", "N", "N", "N", "N", "C", "C", "C", "C", "C", "C", "Be", "H", "H", "H", "H", "H", "H", "H", "H", "H", "H", "H", "H", "H", "H", "H"], "xyz": [[5.407, -13.978, -13.375], [4.800, -18.103, -15.915], [1.731, -15.141, -18.485], [7.742, -15.885, -16.203], [6.822, -15.031, -19.137], [5.693, -20.155, -15.641], [5.304, -14.725, -15.504], [3.141, -16.340, -17.198], [3.956, -15.119, -18.796], [6.917, -18.419, -16.402], [3.695, -15.305, -14.056], [5.533, -17.887, -18.964], [9.588, -15.061, -15.204], [7.587, -13.956, -21.010], [9.063, -17.264, -14.982], [6.542, -19.888, -19.398], [6.649, -18.234, -20.914], [5.399, -13.845, -20.417], [4.690, -14.685, -14.391], [2.971, -15.532, -18.122], [8.713, -16.056, -15.500], [6.643, -14.271, -20.070], [6.160, -18.615, -19.701], [5.781, -18.843, -15.977], [5.865, -16.337, -17.284], [1.093, -15.595, -17.926], [5.228, -13.316, -21.250], [6.591, -20.468, -15.798], [6.468, -17.260, -21.103], [6.080, -13.800, -14.065], [10.326, -15.187, -14.541], [7.274, -13.410, -21.789], [6.382, -20.351, -18.521], [8.608, -18.135, -15.212], [7.151, -18.765, -21.597], [9.960, -17.385, -14.547], [7.029, -20.469, -20.056], [8.549, -14.205, -20.892], [4.612, -14.214, -19.862], [9.253, -14.169, -15.525]]}

=====

{"formula": "C3H9N8O3S2", "method": "ωB97M-V/def2-TZVPD", "gap_ev": 8.1, "e_homo_ev": -12.3, "spin_multiplicity": 1, "smiles": "NC(=O)N/[N+]([NH+]=C(N)N)=S1#CNN=[S@]\\1(=O)[O-]", "total_charge": 1, "elements": ["S", "S", "O", "O", "O", "N", "N", "N", "N", "N", "N", "N", "N", "C", "C", "C", "H", "H", "H", "H", "H", "H", "H", "H", "H"], "xyz": [[1.452, -1.185, -0.772], [0.811, -0.017, -2.557], [-0.644, -0.079, -2.557], [1.566, -0.630, -3.537], [1.022, 1.209, 1.457], [0.301, -1.018, 1.653], [1.534, -0.002, 3.342], [-2.564, -1.282, -0.643], [-2.809, 1.035, -0.467], [2.512, 1.154, -1.328], [1.460, 1.377, -2.116], [-0.050, -1.022, 0.323], [-0.863, 0.053, -0.003], [0.988, 0.150, 2.095], [-2.054, -0.106, -0.452], [2.734, 0.295, -0.352], [-3.579, -1.384, -0.579], [1.752, 0.816, 3.855], [-3.755, 0.772, -0.774], [0.622, -1.871, 2.099], [1.251, -0.919, 3.672], [-2.000, -2.027, -0.264], [-2.455, 1.814, -0.963], [-0.381, 0.947, 0.266], [3.149, 1.922, -1.397]]}

=====

{"formula": "C13H13Cl4N3O2", "method": "ωB97M-V/def2-TZVPD", "gap_ev": 6.2, "e_homo_ev": -6.8, "spin_multiplicity": 1, "total_charge": 0, "elements": ["Cl", "Cl", "Cl", "Cl", "O", "O", "N", "N", "N", "C", "C", "C", "C", "C", "C", "C", "C", "C", "C", "C", "C", "C", "H", "H", "H", "H", "H", "H", "H", "H", "H", "H", "H", "H", "H"], "xyz": [[3.852, -1.047, 2.890], [-0.422, 1.063, 3.457], [2.382, 1.334, 1.341], [-2.322, -1.327, 1.874], [1.944, -3.156, 3.693], [-0.347, -3.586, 2.019], [-0.607, 0.828, -1.572], [0.673, -0.826, -0.523], [-0.447, 0.778, 0.776], [-1.717, 1.510, 0.777], [2.173, -1.053, 2.586], [-1.558, 2.636, -0.204], [-0.011, 0.077, 1.948], [-0.647, -1.257, 2.091], [0.311, -1.050, -2.878], [-1.316, 2.103, -1.586], [1.535, -0.013, 1.976], [-0.218, 0.360, -2.895], [1.462, -2.291, 2.978], [1.286, -1.275, -1.756], [0.059, -2.458, 2.322], [-0.116, 0.269, -0.453], [0.543, 1.047, -3.290], [-2.268, 1.936, -2.108], [-0.733, 3.291, 0.103], [-1.905, 1.888, 1.785], [2.236, -0.742, -1.926], [-0.752, 2.831, -2.184], [-2.473, 3.238, -0.217], [-0.525, -1.748, -2.797], [-1.084, 0.417, -3.565], [0.821, -1.254, -3.822], [1.221, -1.027, 0.315], [-2.546, 0.843, 0.488], [1.515, -2.338, -1.641]]}

=====

{"formula": "C8H24CuO8P", "method": "ωB97M-V/def2-TZVPD", "gap_ev": 2.8, "e_homo_ev": 1.5, "spin_multiplicity": 1, "total_charge": -2, "e_above_lowest_ev": 8.326, "elements": ["Cu", "P", "O", "O", "O", "O", "O", "O", "O", "O", "C", "C", "C", "C", "C", "C", "C", "C", "H", "H", "H", "H", "H", "H", "H", "H", "H", "H", "H", "H", "H", "H", "H", "H", "H", "H", "H", "H", "H", "H", "H", "H"], "xyz": [[-8.364, 12.279, -17.885], [-7.983, 8.384, -17.756], [-10.741, 13.652, -15.395], [-8.003, 7.305, -18.874], [-4.367, 10.650, -21.584], [-7.781, 7.452, -16.523], [-4.739, 13.816, -17.104], [-9.256, 9.165, -17.604], [-6.849, 9.485, -17.661], [-8.472, 13.136, -21.288], [-11.046, 15.689, -16.607], [-3.918, 10.145, -23.845], [-7.692, 15.338, -21.762], [-11.294, 14.930, -15.319], [-2.503, 14.237, -17.294], [-3.776, 14.608, -16.581], [-8.715, 14.272, -22.106], [-4.807, 9.832, -22.688], [-9.994, 15.953, -16.722], [-4.229, 9.649, -24.765], [-3.566, 14.389, -15.535], [-2.607, 13.938, -18.337], [-11.365, 15.266, -17.560], [-11.578, 16.636, -16.527], [-4.085, 15.644, -16.721], [-8.810, 12.306, -21.630], [-12.365, 15.009, -15.135], [-10.860, 15.590, -14.568], [-8.426, 14.140, -23.149], [-4.911, 10.539, -20.801], [-11.295, 13.258, -14.717], [-5.835, 9.846, -23.050], [-1.753, 15.028, -17.343], [-2.035, 13.423, -16.741], [-9.757, 14.562, -21.970], [-4.548, 12.877, -17.150], [-3.781, 11.178, -24.165], [-6.691, 14.906, -21.769], [-7.888, 15.830, -20.810], [-4.493, 8.848, -22.339], [-7.689, 16.082, -22.558], [-2.875, 9.855, -23.724]]}

=====

{"formula": "CH4Cl2Si", "method": "ωB97M-V/def2-TZVPD", "gap_ev": [8.3, 7.9], "e_homo_ev": [-9.1, -7.9], "spin_multiplicity": 1, "total_charge": 0, "e_above_lowest_ev": 4.406, "elements": ["Cl", "Cl", "Si", "C", "H", "H", "H", "H"], "xyz": [[0.414, -1.149, -2.681], [-2.584, -0.870, -1.187], [-0.515, -1.218, -0.912], [0.817, 1.431, 1.273], [1.236, 1.951, 0.393], [-0.437, -2.247, 0.074], [1.311, 0.518, 1.585], [-0.242, 1.584, 1.455]]}

=====

{"formula": "C32H56GdN2O3P2", "method": "ωB97M-V/def2-TZVPD", "gap_ev": [8.0, 5.7], "e_homo_ev": [-10.9, -10.7], "spin_multiplicity": 8, "total_charge": 1, "elements": ["Gd", "P", "P", "O", "O", "O", "N", "N", "C", "C", "C", "C", "C", "C", "C", "C", "C", "C", "C", "C", "C", "C", "C", "C", "C", "C", "C", "C", "C", "C", "C", "C", "C", "C", "C", "C", "C", "C", "C", "C", "H", "H", "H", "H", "H", "H", "H", "H", "H", "H", "H", "H", "H", "H", "H", "H", "H", "H", "H", "H", "H", "H", "H", "H", "H", "H", "H", "H", "H", "H", "H", "H", "H", "H", "H", "H", "H", "H", "H", "H", "H", "H", "H", "H", "H", "H", "H", "H", "H", "H", "H", "H", "H", "H", "H", "H"], "xyz": [[-0.053, -0.021, -0.003], [-0.873, 2.139, 1.233], [0.865, 0.450, -2.403], [4.300, 0.895, 2.090], [1.012, 2.269, -0.713], [4.657, 4.941, -0.340], [2.803, 3.639, -0.299], [2.622, 1.528, 0.793], [-4.054, 0.454, -3.067], [0.963, -3.422, -0.952], [3.056, -1.525, 0.290], [-3.787, -0.744, -4.010], [1.785, -0.366, 2.979], [1.612, -1.492, 0.630], [1.503, -0.979, -3.245], [-2.487, 2.208, 1.902], [0.088, 2.451, 2.719], [0.567, -2.285, -0.079], [-1.715, -3.182, 0.884], [2.504, 1.215, -2.467], [5.675, 1.474, -0.846], [-3.333, 0.335, -1.767], [-0.722, 3.685, 0.350], [-0.710, -2.147, 0.726], [5.998, 2.316, 0.365], [-2.813, -1.731, -3.451], [-1.330, -1.113, 3.083], [-3.127, -2.587, -2.459], [-0.413, -1.260, 1.904], [-3.720, -0.532, -0.785], [0.117, 1.692, -3.424], [2.114, 2.444, -0.013], [4.722, 2.936, 1.043], [6.078, 3.251, 3.325], [3.825, 1.743, 1.359], [1.018, -0.923, 1.864], [5.189, 3.862, 2.268], [-4.516, -2.653, -1.885], [4.127, 3.914, 0.113], [-4.869, -1.468, -0.949], [0.902, 2.085, -4.091], [5.206, 2.067, -1.637], [-2.444, 0.973, -1.732], [3.612, -0.696, 0.752], [-1.201, -1.974, 3.773], [0.215, -3.828, -1.660], [-3.268, 2.301, 1.137], [-2.439, -3.425, -2.239], [2.473, -1.119, 3.394], [6.599, 1.028, -1.234], [-4.714, -3.625, -1.401], [2.385, 4.302, -0.985], [3.531, -2.453, 0.668], [-2.407, -1.086, 2.824], [1.514, -0.686, -4.304], [2.812, 1.164, -3.503], [3.279, -1.481, -0.795], [-1.413, 3.750, -0.499], [-2.745, 1.357, 2.554], [3.253, 0.711, -1.853], [-0.655, 1.274, -4.074], [-0.249, 3.439, 3.059], [-3.746, 1.396, -3.564], [5.025, 0.635, -0.568], [-4.748, -1.247, -4.206], [-1.139, -0.208, 3.687], [6.485, 1.681, 1.103], [2.484, 2.277, -2.187], [1.245, -4.278, -0.306], [0.963, -1.927, -3.152], [-2.711, -2.806, 1.180], [1.182, 2.497, 2.613], [-1.833, -3.846, 0.020], [-0.304, 2.566, -2.887], [2.442, 0.466, 2.677], [6.696, 3.126, 0.092], [4.308, 4.337, 2.725], [6.995, 2.844, 2.894], [2.547, -1.208, -2.951], [-5.188, -1.841, 0.047], [-3.213, -0.660, 0.179], [-2.514, 3.119, 2.519], [-5.242, -2.645, -2.716], [-5.748, -0.933, -1.344], [5.776, 4.685, 1.832], [1.865, -3.211, -1.555], [-3.462, -0.412, -5.011], [1.179, 0.006, 3.813], [-1.406, -3.845, 1.717], [0.291, 3.881, -0.058], [-1.897, -1.883, -4.045], [5.553, 2.482, 3.892], [-0.142, 1.737, 3.526], [-0.946, 4.462, 1.064], [6.387, 4.040, 4.014], [-5.137, 0.561, -2.903]]}

=====

Number 1: total energy -5575.96509 Eh, F_max 2.706 eV/Å. Number 2: total energy -2842.99959 Eh, F_max 1.252 eV/Å. Number 3: total energy -1484.03289 Eh, F_max 3.017 eV/Å. Number 4: total energy -1579.41385 Eh, F_max 4.557 eV/Å. Number 5: total energy -2658.64150 Eh, F_max 2.622 eV/Å. Number 6: total energy -2902.73527 Eh, F_max 3.058 eV/Å. Number 7: total energy -1250.32521 Eh, F_max 2.854 eV/Å. Number 8: total energy -3036.16435 Eh, F_max 7.658 eV/Å.